1.
ORCA calculation (ωB97M-V/def2-TZVPD) on a 4-piece molecular cluster, C31H58BrClF3N6O19S4 overall.

CARTESIAN COORDINATES (ANGSTROEM)
1 C -2.66 2.85 0.34
2 C -3.05 2.89 -1.18
3 O -2.96 3.94 -1.76
4 N -3.54 1.65 -1.73
5 C -4.95 1.36 -1.34
6 C -3.28 1.50 -3.16
7 C -2.33 0.27 -3.49
8 C -0.88 0.57 -2.88
9 C -0.13 -0.78 -2.98
10 C 1.38 -1.04 -2.62
11 C 2.21 -0.44 -3.84
12 N 1.84 0.94 -4.22
13 N 1.49 -2.56 -2.86
14 Cl 3.09 -3.11 -3.31
15 C 0.93 -3.43 -1.75
16 O -0.26 -4.13 -2.09
17 C 1.00 -2.82 -0.31
18 C -0.28 -2.55 0.53
19 C -1.66 -2.18 -0.11
20 C -2.81 -2.69 0.88
21 C -3.08 -4.22 0.73
22 S -3.97 -4.65 -0.81
23 O -4.25 -3.43 -1.55
24 O -3.10 -5.54 -1.56
25 O -5.34 -5.46 -0.45
26 C 1.69 -3.98 0.57
27 O 1.31 -5.11 0.51
28 N 2.74 -3.66 1.52
29 C 2.53 -4.56 2.65
30 O 3.06 -5.57 2.79
31 F 1.63 -4.05 3.57
32 N 2.11 -1.83 -0.31
33 C 1.94 -0.63 -1.17
34 C 1.00 0.34 -0.36
35 C 1.34 0.61 1.13
36 O 1.76 -0.12 1.94
37 Br 0.97 2.46 1.77
38 N 3.30 -0.04 -1.23
39 C 4.19 -0.31 -0.15
40 O 4.43 0.38 0.76
41 F 4.96 -1.46 -0.21
42 C 3.47 1.36 -1.51
43 O 4.11 1.66 -2.45
44 F 3.10 2.40 -0.72
45 H -2.92 1.84 0.75
46 H -1.58 3.10 0.45
47 H -3.27 3.60 0.91
48 H -5.32 2.13 -0.61
49 H -4.93 0.40 -0.74
50 H -5.66 1.29 -2.19
51 H -2.80 2.39 -3.65
52 H -4.21 1.31 -3.76
53 H -2.76 -0.67 -3.06
54 H -2.24 0.24 -4.61
55 H -1.12 0.97 -1.86
56 H -0.52 1.42 -3.49
57 H -0.83 -1.55 -2.56
58 H -0.18 -1.01 -4.09
59 H 3.31 -0.42 -3.68
60 H 1.91 -1.05 -4.74
61 H 2.68 1.40 -4.59
62 H 1.58 1.52 -3.42
63 H 0.93 -2.78 -3.71
64 H 1.66 -4.29 -1.76
65 H -0.78 -3.68 -2.78
66 H -0.03 -1.70 1.23
67 H -0.50 -3.38 1.25
68 H -1.87 -1.08 -0.19
69 H -1.93 -2.61 -1.09
70 H -2.47 -2.44 1.91
71 H -3.74 -2.11 0.63
72 H -3.76 -4.51 1.57
73 H -2.14 -4.80 0.86
74 H -5.90 -5.44 -1.26
75 H 2.59 -2.73 1.92
76 H 2.87 -2.44 -0.66
77 H 0.85 1.33 -0.86
78 H -0.04 -0.08 -0.38
79 O 3.76 5.32 3.30
80 S 5.19 5.20 3.37
81 O 6.05 6.27 2.99
82 O 5.64 3.87 2.58
83 C 5.26 3.73 1.21
84 C 6.07 4.64 0.31
85 C 5.64 4.66 4.99
86 H 4.19 3.90 1.09
87 H 5.45 2.69 0.93
88 H 5.86 5.69 0.52
89 H 5.84 4.45 -0.74
90 H 7.14 4.49 0.47
91 H 5.01 3.82 5.27
92 H 5.47 5.50 5.67
93 H 6.69 4.39 4.99
94 O -1.83 -8.09 4.82
95 S -1.49 -7.86 6.19
96 O -1.93 -6.68 6.88
97 O 0.10 -7.99 6.36
98 C 0.94 -7.16 5.54
99 C 0.93 -5.72 6.00
100 C -1.94 -9.27 7.15
101 H 0.65 -7.25 4.49
102 H 1.95 -7.56 5.62
103 H -0.05 -5.27 5.87
104 H 1.64 -5.13 5.43
105 H 1.18 -5.65 7.06
106 H -1.57 -10.17 6.65
107 H -3.02 -9.29 7.21
108 H -1.51 -9.17 8.14
109 O -4.76 8.97 -2.14
110 S -3.90 9.19 -3.27
111 O -4.33 8.90 -4.60
112 O -2.51 8.44 -3.00
113 C -2.53 7.03 -2.72
114 C -2.83 6.21 -3.96
115 C -3.29 10.84 -3.22
116 H -3.25 6.82 -1.93
117 H -1.54 6.77 -2.34
118 H -3.83 6.40 -4.33
119 H -2.74 5.15 -3.75
120 H -2.13 6.47 -4.77
121 H -2.92 11.06 -2.22
122 H -4.12 11.50 -3.47
123 H -2.49 10.94 -3.95

For the total energy, the calculation gives -214975.4825 eV. As for the charge: +1. The calculation puts the HOMO energy at -11.86 eV.



2.
ORCA calculation (ωB97M-V/def2-TZVPD) on C31H58Cl2I3N2NbO5P as an isolated structure.

CARTESIAN COORDINATES (ANGSTROEM)
1 C 0.28 4.65 -1.50
2 C 0.54 3.84 -0.13
3 Cl 1.38 4.82 1.25
4 C 0.19 2.43 0.05
5 Cl 0.70 1.74 1.74
6 Nb -0.88 1.05 -1.45
7 C -2.09 0.26 0.37
8 C -1.34 -0.93 1.20
9 C -1.59 -0.60 2.82
10 C -0.35 -1.19 3.76
11 O -0.24 -2.54 3.87
12 O 0.60 -0.26 4.40
13 C 0.37 1.76 -3.25
14 C 1.96 1.27 -3.19
15 C 2.48 1.31 -4.77
16 I 3.32 2.48 -2.04
17 P -2.81 2.63 -1.83
18 O -2.81 3.52 -3.12
19 C -1.80 -0.70 -2.62
20 I -1.54 -2.81 -1.90
21 C -2.56 -0.63 -3.87
22 C -2.86 0.75 -4.64
23 I -3.39 -2.46 -4.84
24 H 0.05 5.78 -1.20
25 H -0.56 4.32 -2.20
26 H 1.27 4.73 -2.16
27 H 0.51 -0.12 -1.11
28 H -3.15 -0.09 -0.03
29 H -2.29 1.24 1.03
30 H -0.18 -0.94 1.04
31 H -1.85 -1.99 1.04
32 H -1.71 0.56 3.03
33 H -2.60 -1.12 3.14
34 H 1.45 -0.31 3.84
35 H 0.20 2.85 -3.59
36 H -0.03 1.07 -4.15
37 H 1.94 0.14 -2.89
38 H 1.61 1.39 -5.55
39 H 3.11 2.32 -4.86
40 H 3.25 0.44 -5.00
41 H -4.05 1.85 -1.84
42 H -2.91 3.55 -0.69
43 H -3.84 1.24 -4.17
44 H -2.05 1.58 -4.67
45 H -3.15 0.50 -5.76
46 C 8.85 1.60 1.02
47 C 8.07 2.85 0.52
48 C 8.84 4.17 0.84
49 C 8.70 4.66 2.27
50 C 7.24 4.72 2.68
51 C 6.51 3.37 2.48
52 N 6.68 2.82 1.08
53 O 5.86 3.58 0.23
54 C 7.04 2.36 3.54
55 C 5.01 3.54 2.87
56 C 8.12 2.70 -1.05
57 H 8.41 1.11 1.89
58 H 8.87 0.80 0.26
59 H 9.89 1.84 1.27
60 H 8.47 4.97 0.18
61 H 9.90 4.05 0.60
62 H 9.27 4.01 2.95
63 H 9.15 5.65 2.36
64 H 7.17 5.03 3.73
65 H 6.74 5.51 2.10
66 H 6.61 1.37 3.40
67 H 6.78 2.69 4.55
68 H 8.13 2.27 3.54
69 H 4.51 4.32 2.30
70 H 4.91 3.82 3.93
71 H 4.46 2.60 2.73
72 H 7.55 1.83 -1.38
73 H 9.16 2.56 -1.39
74 H 7.74 3.58 -1.57
75 C -8.01 -4.07 -1.15
76 C -6.50 -4.19 -0.77
77 C -5.90 -5.55 -1.24
78 C -6.22 -6.74 -0.34
79 C -5.88 -6.41 1.11
80 C -6.58 -5.13 1.61
81 N -6.34 -3.95 0.70
82 O -5.02 -3.51 0.92
83 C -8.10 -5.42 1.75
84 C -6.14 -4.85 3.08
85 C -5.83 -3.10 -1.68
86 H -8.69 -4.15 -0.30
87 H -8.24 -3.09 -1.58
88 H -8.31 -4.83 -1.88
89 H -4.81 -5.47 -1.30
90 H -6.24 -5.78 -2.26
91 H -7.27 -7.02 -0.44
92 H -5.64 -7.61 -0.66
93 H -6.16 -7.27 1.74
94 H -4.79 -6.31 1.20
95 H -8.66 -4.52 2.04
96 H -8.28 -6.18 2.52
97 H -8.55 -5.83 0.84
98 H -5.05 -4.74 3.18
99 H -6.43 -5.67 3.74
100 H -6.60 -3.93 3.46
101 H -6.13 -2.09 -1.38
102 H -6.11 -3.23 -2.73
103 H -4.73 -3.14 -1.65

The expectation value of S² is 2.0095. Its spin multiplicity is 3. For the total energy, the calculation gives -106476.2554 eV. As for the charge: -1. The calculation puts the HOMO energy at -5.41 eV.